This record from the Open Molecules 2025 dataset describes a 15-piece molecular cluster, C16H62N16O15 overall in a non-equilibrium geometry. The level of theory is wB97M-V/def2-TZVPD.

Last columns: bonded neighbours and bond lengths (Å).
Geometry (Å):
1 C -2.0763 2.3782 -0.7396  C2 1.492, H4 1.099, H5 1.059, H6 1.058
2 C -2.8424 1.7027 -1.8274  C1 1.492, O3 1.449, H7 1.093, H8 1.048
3 O -4.2659 1.7601 -1.5636  C2 1.449, H9 0.976
4 H -1.0483 2.5659 -1.0789  C1 1.099
5 H -2.1167 1.9293 0.2191  C1 1.059
6 H -2.5060 3.3410 -0.6462  C1 1.058
7 H -2.5125 0.6663 -1.9299  C2 1.093
8 H -2.7673 2.1846 -2.7551  C2 1.048
9 H -4.7770 1.2884 -2.2481  O3 0.976
10 C -0.0284 -2.9497 2.4484  O11 1.366, N12 1.275, N13 1.354
11 O -0.8783 -3.9330 2.0264  C10 1.366
12 N -0.3132 -1.7160 2.6024  C10 1.275, H14 1.037, H15 0.999
13 N 1.3060 -3.1694 2.5152  C10 1.354, H16 1.000, H17 1.051
14 H -1.2364 -1.6308 3.0678  N12 1.037
15 H 0.3024 -1.0899 3.0794  N12 0.999
16 H 1.6000 -4.0007 2.0441  N13 1.000
17 H 1.9408 -2.3394 2.6279  N13 1.051
18 C 0.7448 3.8908 4.2907  O19 1.376, N20 1.303, N21 1.263
19 O -0.5960 4.1964 4.3346  C18 1.376
20 N 1.1902 2.6675 4.2320  C18 1.303, H22 1.064, H23 1.007
21 N 1.6030 4.8047 4.4452  C18 1.263, H24 1.065, H25 1.031
22 H 0.5767 1.9516 3.7384  N20 1.064
23 H 2.1581 2.3916 4.2015  N20 1.007
24 H 1.3346 5.8216 4.6139  N21 1.065
25 H 2.6210 4.6634 4.5224  N21 1.031
26 C 2.6999 1.3619 -4.2140  O27 1.362, N28 1.257, N29 1.261
27 O 3.1195 0.0678 -4.2737  C26 1.362
28 N 3.0858 2.1750 -5.0917  C26 1.257, H30 1.019, H31 0.983
29 N 1.9145 1.7994 -3.3293  C26 1.261, H32 1.071, H33 1.032
30 H 3.7354 1.8846 -5.8210  N28 1.019
31 H 2.7015 3.0799 -5.0684  N28 0.983
32 H 1.6250 1.0199 -2.6545  N29 1.071
33 H 1.3268 2.6408 -3.4375  N29 1.032
34 C -3.9115 -1.4319 0.7981  O35 1.386, N36 1.338, N37 1.330
35 O -5.1955 -1.1418 1.2333  C34 1.386
36 N -3.2800 -2.5933 1.0072  C34 1.338, H38 1.026, H39 1.033
37 N -3.0721 -0.5521 0.2599  C34 1.330, H40 1.022, H41 1.059
38 H -3.8206 -3.2960 1.5228  N36 1.026
39 H -2.2722 -2.8091 0.9417  N36 1.033
40 H -3.5182 0.3335 0.0136  N37 1.022
41 H -2.0497 -0.7590 0.0758  N37 1.059
42 C -3.6877 -3.1795 -2.5103  O43 1.357, N44 1.270, N45 1.293
43 O -4.0593 -3.5855 -3.7503  C42 1.357
44 N -3.3001 -3.9362 -1.5675  C42 1.270, H46 1.009, H47 1.044
45 N -3.6449 -1.9443 -2.1303  C42 1.293, H48 1.019, H49 1.000
46 H -3.2766 -4.9197 -1.7914  N44 1.009
47 H -3.3859 -3.6223 -0.5751  N44 1.044
48 H -4.0625 -1.3391 -2.8362  N45 1.019
49 H -3.3604 -1.5231 -1.2688  N45 1.000
50 C -1.8969 1.4016 3.1986  O51 1.402, N52 1.261, N53 1.291
51 O -0.6066 1.2423 2.6738  C50 1.402
52 N -2.2310 2.0887 4.2022  C50 1.261, H54 1.071, H55 1.052
53 N -2.8482 0.8165 2.5519  C50 1.291, H56 1.058, H57 1.001
54 H -1.4952 2.7743 4.5694  N52 1.071
55 H -3.2415 2.1942 4.4754  N52 1.052
56 H -2.6952 0.3127 1.6347  N53 1.058
57 H -3.7950 0.8619 2.8741  N53 1.001
58 C 0.3291 0.0816 -0.4683  O59 1.373, N60 1.254, N61 1.326
59 O 0.5284 0.1841 -1.8229  C58 1.373
60 N 0.7966 0.8740 0.3842  C58 1.254, H62 1.039, H63 1.021
61 N -0.4502 -0.8640 0.0374  C58 1.326, H64 1.036, H65 1.106
62 H 1.4788 1.6080 0.1080  N60 1.039
63 H 0.4189 0.9145 1.3324  N60 1.021
64 H -0.5950 -1.7175 -0.5309  N61 1.036
65 H -0.3458 -1.1071 1.1117  N61 1.106
66 C 3.6557 1.8625 -0.2988  O67 1.366, N68 1.306, N69 1.302
67 O 4.2877 0.9730 -1.1212  C66 1.366
68 N 3.8535 1.9410 0.9894  C66 1.306, H70 1.067, H71 1.006
69 N 2.7098 2.6741 -0.6738  C66 1.302, H72 1.005, H73 1.030
70 H 4.5717 1.2654 1.3962  N68 1.067
71 H 3.3244 2.5936 1.5435  N68 1.006
72 H 2.4916 2.6899 -1.6551  N69 1.005
73 H 2.3374 3.3707 -0.0135  N69 1.030
74 C -0.1608 -4.4267 -1.2057  O75 1.414, H76 1.060, H77 1.116, H78 1.102
75 O -0.8443 -3.1968 -1.3457  C74 1.414, H79 0.961
76 H -0.4898 -5.1399 -1.9173  C74 1.060
77 H -0.3798 -4.7766 -0.1688  C74 1.116
78 H 0.9379 -4.3652 -1.2637  C74 1.102
79 H -1.7701 -3.4538 -1.3726  O75 0.961
80 C 2.5950 -2.0442 -0.2134  O81 1.420, H82 1.052, H83 1.076, H84 1.077
81 O 3.7309 -2.8926 -0.2906  C80 1.420, H85 0.978
82 H 2.5818 -1.3208 -0.9775  C80 1.052
83 H 2.7077 -1.4802 0.6961  C80 1.076
84 H 1.6916 -2.6253 -0.1352  C80 1.077
85 H 3.6001 -3.3929 -1.1212  O81 0.978
86 C 1.9282 -2.7174 -3.4816  O87 1.377, H88 1.073, H89 1.155, H90 1.087
87 O 2.8099 -3.7304 -3.1754  C86 1.377, H91 0.944
88 H 1.9500 -2.4851 -4.5293  C86 1.073
89 H 1.9669 -1.6827 -2.9704  C86 1.155
90 H 0.8969 -3.0084 -3.2997  C86 1.087
91 H 3.5232 -3.6605 -3.7898  O87 0.944
92 C 0.3003 4.3951 0.9592  O93 1.432, H94 1.071, H95 1.136, H96 1.079
93 O 1.6078 4.1756 1.4999  C92 1.432, H97 0.955
94 H 0.2952 4.3127 -0.1088  C92 1.071
95 H -0.1933 5.3784 1.2423  C92 1.136
96 H -0.3190 3.5920 1.3262  C92 1.079
97 H 1.4842 4.1022 2.4437  O93 0.955
98 C 2.5574 0.0141 3.4206  O99 1.439, H100 1.091, H101 1.049, H102 1.096
99 O 1.5637 -0.4833 4.3346  C98 1.439, H103 0.981
100 H 3.1310 -0.8284 3.0303  C98 1.091
101 H 3.2033 0.6867 3.9006  C98 1.049
102 H 2.1346 0.4755 2.5211  C98 1.096
103 H 1.8224 -0.2856 5.2603  O99 0.981
104 C -1.4009 -0.8561 -4.0209  O105 1.447, H106 1.089, H107 1.077, H108 1.070
105 O -0.9651 0.5084 -4.2285  C104 1.447, H109 0.985
106 H -0.6630 -1.5172 -4.4719  C104 1.089
107 H -2.3999 -1.0807 -4.3559  C104 1.077
108 H -1.3396 -1.0960 -2.9796  C104 1.070
109 H -0.4018 0.7651 -3.4627  O105 0.985

Calculated values
energy relative to the best compared isomer or geometry (same formula, charge and spin)	0.000	eV
energy	-72149.23446	eV
net charge	0
HOMO energy	-0.29898	Eh

These are the Mulliken partial charges, in e, on atoms 1 to 6: 0.0370 -1.0123 -0.6344 -0.3010 -0.3822 0.8066